Record 1
# C68H179N13O32

A cluster of 17 separate species, C68H179N13O32 in total in a non-equilibrium geometry (the ωB97M-V functional and the def2-TZVPD basis, the OMol25 dataset).

Element x y z (Å)
O (-4.893, -12.777, 13.007)
O (12.346, 7.752, -0.606)
O (2.458, 3.166, -3.785)
O (1.428, -0.437, -0.375)
O (6.175, -8.962, 1.708)
O (-0.406, 10.489, 1.221)
O (8.574, -2.598, 7.821)
O (-0.010, -4.844, 12.287)
O (-3.315, -2.695, -6.735)
O (-9.089, 1.584, -4.831)
O (-2.898, 17.412, -8.161)
O (-1.725, 7.886, -10.512)
O (10.655, -9.362, -0.812)
O (-5.978, -0.762, 4.404)
O (-5.311, -0.605, -8.878)
O (5.963, -1.312, -4.341)
O (8.062, 6.346, -8.405)
O (-0.388, 14.908, -5.721)
O (-2.723, -10.537, -2.485)
O (6.380, 0.351, 0.141)
O (5.600, 1.442, -8.934)
O (-8.247, -3.770, 3.556)
O (-3.492, 7.492, -12.806)
O (-1.160, -6.109, 16.999)
O (-3.216, -10.300, 8.307)
O (-4.938, 12.925, -0.600)
O (-4.428, 6.828, -2.761)
O (9.416, 8.557, 0.002)
O (5.400, -4.981, -4.121)
O (-6.995, -12.652, -1.869)
O (4.201, 2.173, 1.231)
O (9.712, -3.752, 5.307)
N (-1.597, -6.558, 14.116)
N (-8.315, -1.231, 2.671)
N (-5.004, 8.858, -2.017)
N (-2.780, 16.586, -4.497)
N (-3.007, 8.172, -1.738)
N (-7.523, 2.989, -5.528)
N (-5.035, -12.004, 9.908)
N (-8.526, 3.253, -3.628)
N (7.482, 3.745, -9.803)
N (8.119, -7.781, -0.090)
N (0.602, 0.933, -3.120)
N (-4.935, -10.928, -0.521)
N (-3.199, 11.602, 1.582)
C (6.513, -9.628, 0.460)
C (-2.306, 17.463, -6.873)
C (-5.165, 13.041, 0.814)
C (-4.182, 7.878, -2.160)
C (-2.586, -11.033, -1.144)
C (-0.938, -5.893, 11.939)
C (1.940, -1.588, 0.331)
C (-3.105, 16.547, -5.923)
C (0.339, 9.356, 0.768)
C (4.414, 0.738, -9.293)
C (-8.969, -3.502, 2.310)
C (-6.594, -12.868, -0.565)
C (6.359, -2.648, -4.531)
C (-4.382, -10.985, 7.780)
C (-8.424, 2.539, -4.695)
C (-5.721, -13.247, 11.949)
C (-1.001, 14.919, -4.453)
C (-3.840, 12.931, 1.593)
C (0.422, -0.806, -1.306)
C (6.469, 1.690, 0.573)
C (-8.256, -12.111, -2.112)
C (9.953, 8.122, -1.235)
C (-3.579, 6.744, -11.585)
C (-1.595, -9.697, -2.689)
C (9.493, -7.322, -0.028)
C (6.539, 1.409, -10.011)
C (-6.043, -12.097, 10.958)
C (-4.374, -13.785, 13.863)
C (1.177, 3.080, -4.336)
C (-3.061, 7.390, -10.229)
C (-4.164, -1.116, -8.259)
C (8.660, 5.955, -9.662)
C (-2.708, -6.665, 15.103)
C (-4.799, -1.289, 4.999)
C (8.788, 4.404, -9.862)
C (-1.408, 16.354, -4.117)
C (6.997, -9.367, 2.841)
C (-5.514, -11.206, 8.801)
C (-8.290, -2.283, 1.706)
C (-3.776, -11.836, -0.718)
C (-1.202, 10.378, 2.464)
C (7.958, -9.217, 0.153)
C (-5.947, -0.675, 2.980)
C (-2.179, -10.092, 7.332)
C (5.128, -3.565, -4.176)
C (-7.267, -0.217, 2.402)
C (-1.920, -5.090, 17.720)
C (5.165, 2.445, 0.236)
C (7.501, 7.688, -8.511)
C (-4.454, -2.121, -7.278)
C (10.362, -8.000, -1.122)
C (7.788, 2.321, -9.765)
C (-0.214, 0.441, -1.981)
C (-0.199, 13.610, -6.146)
C (0.202, 2.281, -3.515)
C (8.253, -2.241, 6.482)
C (11.473, 8.534, -1.357)
C (8.334, -3.480, 5.526)
C (11.659, -9.797, -1.570)
C (3.229, 4.285, -4.133)
C (-8.865, -4.735, 4.360)
C (-2.124, -7.064, 16.432)
C (1.208, -4.781, 11.435)
C (-6.084, 12.919, -1.464)
C (-2.121, -5.966, 12.884)
C (-6.070, -11.544, 0.103)
C (-2.152, 11.582, 2.621)
C (-2.575, 16.342, -9.068)
H (4.780, -3.295, -3.179)
H (-2.636, -9.354, 6.674)
H (-9.824, -4.546, 4.841)
H (-7.004, -12.248, 10.465)
H (11.920, -10.786, -1.193)
H (-2.386, 7.409, -1.967)
H (-1.553, -7.978, 16.273)
H (7.732, -4.354, 5.773)
H (-3.909, -12.566, -1.516)
H (-6.368, -11.670, 8.308)
H (7.546, -7.309, 0.595)
H (5.867, 1.857, -10.743)
H (-4.929, -14.722, 13.825)
H (-2.863, -7.371, 17.173)
H (3.782, 1.349, -9.939)
H (-5.660, -1.584, 2.452)
H (-9.175, 2.923, -2.928)
H (11.711, 8.350, -2.405)
H (-1.223, -5.749, 10.897)
H (-7.255, -2.515, 1.454)
H (-1.540, 16.431, -9.397)
H (8.071, -9.260, 2.689)
H (8.522, 1.922, -10.464)
H (-3.393, -7.448, 14.778)
H (3.946, 1.275, 1.008)
H (9.982, 7.045, -1.404)
H (-0.263, 8.449, 0.709)
H (-9.072, -12.651, -1.631)
H (-3.556, -1.563, -9.045)
H (8.759, -9.540, 0.818)
H (-5.397, -0.921, -9.781)
H (8.410, 8.277, -8.392)
H (-4.688, -2.351, 4.780)
H (-4.586, 6.397, -11.354)
H (6.888, -10.446, 2.945)
H (6.603, -2.863, -5.571)
H (-8.769, -1.940, 0.788)
H (5.485, -0.981, -5.105)
H (-1.884, 8.552, -11.186)
H (0.717, 4.042, -4.561)
H (-1.971, -11.047, 6.850)
H (6.697, 0.358, -10.254)
H (2.709, 5.187, -3.809)
H (-7.162, -0.004, 1.338)
H (-6.054, -11.155, 11.506)
H (1.870, -3.926, 11.574)
H (-2.808, -4.750, 17.186)
H (-5.199, -14.074, 11.466)
H (-1.249, 0.163, -2.179)
H (-8.446, -12.090, -3.185)
H (-8.838, -4.378, 1.675)
H (0.781, -1.599, -1.962)
H (2.567, -1.316, 1.180)
H (12.569, -9.215, -1.419)
H (9.016, -1.577, 6.076)
H (-4.171, 16.713, -6.080)
H (9.656, 6.371, -9.809)
H (0.337, 13.753, -7.084)
H (-5.955, 8.880, -2.358)
H (9.322, 4.284, -10.804)
H (-5.729, -11.859, 1.089)
H (-5.690, 13.985, 0.961)
H (-1.277, 17.132, -7.016)
H (-7.929, 4.066, -3.582)
H (0.429, 13.082, -5.429)
H (-5.684, -13.466, -0.583)
H (-8.085, -1.771, 3.493)
H (11.308, -7.459, -1.073)
H (-0.794, 17.058, -4.679)
H (8.042, 6.277, -10.500)
H (-4.782, -10.237, 7.096)
H (-6.847, -10.785, 0.196)
H (3.383, 4.388, -5.207)
H (-2.642, 8.927, -1.175)
H (-5.073, -1.747, -6.462)
H (-0.360, -1.251, -0.690)
H (-9.038, -5.610, 3.733)
H (13.124, 8.267, -0.379)
H (6.826, 7.987, -7.710)
H (11.395, -9.838, -2.627)
H (-0.916, -5.913, 14.490)
H (3.791, 0.706, -8.399)
H (-4.651, 9.712, -1.612)
H (6.248, 0.514, -0.795)
H (-0.687, -10.298, -2.638)
H (0.085, 2.955, -2.666)
H (1.173, -2.319, 0.586)
H (-3.037, 6.707, -9.380)
H (-2.992, -1.978, -6.185)
H (4.233, -3.369, -4.766)
H (-2.792, -6.673, 12.397)
H (1.087, 9.175, 1.541)
H (-1.761, 9.456, 2.623)
H (-5.075, -2.854, -7.793)
H (4.770, 2.211, -0.752)
H (-0.418, 10.412, 3.220)
H (-2.913, 15.527, -6.254)
H (5.995, -5.150, -3.387)
H (6.637, 1.709, 1.650)
H (0.790, 9.581, -0.198)
H (7.270, 2.207, 0.044)
H (-6.628, -13.626, 12.419)
H (-6.943, 3.757, -5.220)
H (-1.385, -4.153, 17.874)
H (11.572, 9.582, -1.076)
H (9.822, -4.533, 5.854)
H (-2.299, 18.498, -6.530)
H (2.642, -2.099, -0.327)
H (4.409, -0.284, -9.671)
H (-4.310, -11.518, 10.418)
H (6.571, -9.125, 3.814)
H (-3.250, 15.815, -4.044)
H (-0.497, -6.889, 11.971)
H (-3.255, -5.722, 15.087)
H (8.093, -3.157, 4.513)
H (-0.251, 1.212, -1.211)
H (-3.649, 8.245, -9.896)
H (-3.525, -12.322, 0.225)
H (-1.533, -8.893, -1.955)
H (-8.232, -5.156, 5.141)
H (-4.517, -13.385, 14.867)
H (-0.779, 2.118, -3.960)
H (-2.590, -4.985, 12.954)
H (-7.528, 0.754, 2.821)
H (9.951, -7.538, 0.937)
H (-3.325, -14.043, 13.715)
H (-5.142, 0.012, 2.722)
H (-5.858, 12.255, 1.116)
H (-7.219, -13.450, 0.113)
H (9.312, 8.644, -1.946)
H (-1.561, 12.497, 2.593)
H (-4.126, 13.041, 2.639)
H (-3.188, 13.667, 1.124)
H (-1.269, -9.717, 7.800)
H (-4.681, -1.083, 6.063)
H (-3.013, 5.819, -11.696)
H (-5.945, -10.277, 9.175)
H (-3.189, 16.567, -9.940)
H (10.106, -7.942, -2.180)
H (-6.784, 13.750, -1.553)
H (-4.008, 7.039, -13.478)
H (5.931, -9.243, -0.378)
H (4.115, 4.319, -3.500)
H (1.108, -4.872, 10.354)
H (8.138, 2.093, -8.758)
H (-0.378, 14.693, -3.588)
H (-5.146, -10.709, -1.484)
H (9.519, -6.234, -0.091)
H (-3.634, -0.307, -7.757)
H (-1.309, 16.594, -3.059)
H (6.434, -10.715, 0.462)
H (-10.018, -3.323, 2.545)
H (10.059, 8.346, 0.683)
H (-8.510, -11.087, -1.838)
H (-7.355, 2.361, -6.300)
H (-6.648, 12.016, -1.232)
H (-3.942, -0.823, 4.513)
H (8.102, -9.648, -0.838)
H (7.309, -1.701, 6.553)
H (1.305, 2.741, -5.364)
H (7.008, 7.810, -9.475)
H (-1.867, 14.261, -4.386)
H (-1.130, 13.060, -6.286)
H (1.795, -5.646, 11.745)
H (-3.963, 11.025, 1.903)
H (8.821, -1.802, 8.296)
H (7.180, -2.887, -3.855)
H (-1.737, -11.712, -1.074)
H (-3.004, 15.400, -8.728)
H (-2.410, -10.268, -0.388)
H (-1.754, -9.192, -3.641)
H (-2.641, 11.451, 3.586)
H (5.315, 3.523, 0.292)
H (9.464, 4.003, -9.106)
H (1.526, 1.069, -2.737)
H (-2.190, -5.571, 18.659)
H (6.930, 4.107, -9.038)
H (-4.138, -11.949, 7.334)
H (-5.767, 12.808, -2.501)

The calculation puts the frontier orbital gap at 8.7 eV.



Record 2
# C5H10O2

A cluster of 2 separate species, C5H10O2 in total in a non-equilibrium geometry (the ωB97M-V functional and the def2-TZVPD basis, the OMol25 dataset).

Element x y z (Å)
O (2.677, 0.959, 0.198)
O (0.433, -1.107, 0.783)
C (-1.148, -0.054, -0.604)
C (-1.896, 0.709, 0.404)
C (0.961, -1.170, -1.509)
C (0.020, -0.692, -0.455)
C (-1.552, 1.029, 1.654)
H (1.533, -1.984, -1.077)
H (-0.297, -1.002, 1.413)
H (1.982, 1.435, -0.277)
H (-1.467, 0.137, -1.632)
H (1.767, -0.461, -1.653)
H (0.423, -1.611, -2.338)
H (-2.859, 1.077, 0.046)
H (2.205, 0.282, 0.699)
H (-2.164, 1.712, 2.225)
H (-0.618, 0.739, 2.122)

As for the energy above the lowest of the compared OMol25 structures with the same formula, charge and spin: 52.1 kcal/mol. The SMILES is C=C/C=C(/C)O.O. The calculation puts the frontier orbital gap at 9.3 eV.



no.,E_LUMO (eV),E_HOMO (eV)
1,0.188,-8.51
2,0.741,-8.56